[1]
Density functional theory data (ωB97M-V with the def2-TZVPD basis set) for 15 unconnected molecules or ions with the total composition C23H46F8N14O34S at a distorted geometry.

Calculated values
* Kohn-Sham gap: 7.99 eV
* strongest force on any atom: 9.9 eV/A
* LUMO energy: -3.0 eV

Last column: Mulliken charge in e.
Geometry (Å):
O (-0.4377, 4.1127, -2.5160)  -0.43
C (0.3392, 3.0002, -2.4933)  0.04
O (1.7987, 3.2475, -2.6500)  -0.25
C (2.4194, 1.9559, -2.3119)  0.13
O (3.7418, 1.8872, -2.0276)  -0.48
C (1.2795, 0.7776, -2.2965)  -0.28
S (1.8212, -1.0198, -2.1910)  1.25
O (3.2627, -1.0667, -2.8330)  -0.61
O (0.9615, -1.9964, -3.0528)  -0.57
C (2.0364, -1.5410, -0.4052)  0.46
F (2.6451, -0.3541, 0.3046)  -0.26
F (3.0619, -2.6383, -0.2432)  -0.15
C (0.6474, -1.8781, 0.3968)  0.63
F (-0.4861, -2.3037, -0.4556)  -0.17
F (0.2108, -0.7964, 1.3434)  -0.20
F (0.9592, -3.0606, 1.2843)  -0.22
C (-0.0626, 1.4152, -2.3751)  0.41
C (-1.5041, 0.6348, -2.3852)  -0.05
C (-2.6910, 1.4546, -1.5431)  -0.02
O (-3.9844, 1.0903, -2.1950)  -0.48
C (-2.8285, 0.9433, 0.0240)  0.79
F (-1.6085, 1.4305, 0.7274)  -0.20
F (-4.0265, 1.5825, 0.6304)  -0.26
F (-3.0206, -0.5277, 0.1573)  -0.28
H (-1.4281, -0.4460, -1.9433)  0.36
H (-1.9117, 0.5239, -3.5015)  0.30
H (-2.5842, 2.6170, -1.6259)  0.39
H (-3.9129, 0.1559, -2.6027)  0.25
C (-3.7489, -0.5506, -6.5476)  -0.97
N (-4.0760, -0.6350, -5.0986)  0.96
O (-3.1514, -0.9086, -4.3246)  -0.64
O (-5.2518, -0.4241, -4.7792)  -0.48
H (-2.6851, -0.7575, -6.6823)  0.33
H (-4.3554, -1.2957, -7.0664)  0.45
H (-3.9903, 0.4607, -6.8815)  0.31
C (-3.0244, 4.6628, 2.4722)  -0.81
N (-1.9262, 4.4600, 1.4891)  0.82
O (-2.2430, 4.0718, 0.3586)  -0.42
O (-0.7771, 4.6962, 1.8800)  -0.54
H (-3.9757, 4.4186, 1.9947)  0.28
H (-2.8360, 3.9988, 3.3184)  0.27
H (-3.0040, 5.7110, 2.7775)  0.33
C (5.4174, -0.1527, 1.9147)  -0.60
N (6.5095, -0.2850, 2.9165)  1.03
O (7.3587, -1.1611, 2.7157)  -0.58
O (6.4834, 0.4945, 3.8760)  -0.55
H (5.5658, -0.8975, 1.1299)  0.09
H (4.4718, -0.3224, 2.4336)  0.27
H (5.4688, 0.8572, 1.5025)  0.33
C (-5.8184, 4.2759, -2.8715)  -0.80
N (-4.7202, 4.0731, -3.8546)  1.01
O (-5.0370, 3.6849, -4.9850)  -0.57
O (-3.5712, 4.3093, -3.4637)  -0.52
H (-6.7697, 4.0317, -3.3490)  0.32
H (-5.6300, 3.6119, -2.0253)  0.28
H (-5.7980, 5.3241, -2.5662)  0.30
C (-5.0938, 7.3789, -6.9111)  -0.74
N (-5.8256, 7.3154, -5.6172)  0.84
O (-5.4059, 6.5205, -4.7680)  -0.48
O (-6.8004, 8.0653, -5.4905)  -0.51
H (-4.2640, 6.6695, -6.8829)  0.29
H (-5.7993, 7.1158, -7.7019)  0.29
H (-4.7248, 8.3995, -7.0312)  0.29
C (2.3365, -6.3309, 1.3910)  -0.67
N (1.5605, -7.5219, 1.8301)  0.86
O (0.6167, -7.8778, 1.1148)  -0.51
O (1.9207, -8.0660, 2.8803)  -0.52
H (1.9112, -5.9566, 0.4573)  0.29
H (2.2596, -5.5786, 2.1787)  0.26
H (3.3711, -6.6476, 1.2437)  0.29
C (7.3640, -3.7145, 0.1239)  -0.44
N (6.0570, -4.0351, -0.5106)  0.90
O (6.0585, -4.2627, -1.7260)  -0.53
O (5.0664, -4.0495, 0.2294)  -0.45
H (8.1431, -3.7375, -0.6410)  0.31
H (7.2822, -2.7173, 0.5612)  -0.04
H (7.5527, -4.4698, 0.8895)  0.29
C (4.3559, -0.8957, 6.8415)  -0.66
N (3.5487, -1.4387, 5.7158)  0.87
O (3.9580, -1.2215, 4.5694)  -0.48
O (2.5269, -2.0677, 6.0149)  -0.55
H (5.2210, -0.3685, 6.4338)  0.25
H (3.7178, -0.2118, 7.4049)  0.29
H (4.6737, -1.7402, 7.4566)  0.23
C (-2.0078, -0.2188, 4.3238)  -0.69
N (-3.0138, 0.8362, 4.0260)  0.77
O (-2.6738, 1.7411, 3.2549)  -0.37
O (-4.1165, 0.7260, 4.5746)  -0.54
H (-1.0896, 0.0040, 3.7762)  0.21
H (-1.8272, -0.2073, 5.4006)  0.32
H (-2.4269, -1.1742, 4.0014)  0.31
C (10.1559, -0.5731, 0.5211)  -0.69
N (9.6911, -1.4199, -0.6104)  0.83
O (8.5035, -1.3214, -0.9404)  -0.44
O (10.5315, -2.1594, -1.1355)  -0.52
H (9.3163, 0.0234, 0.8843)  0.25
H (10.5218, -1.2408, 1.3039)  0.29
H (10.9527, 0.0717, 0.1446)  0.29
C (-8.2193, -1.3430, -3.1487)  -0.52
N (-9.5263, -1.6637, -3.7832)  0.88
O (-9.5248, -1.8912, -4.9986)  -0.51
O (-10.5168, -1.6781, -3.0432)  -0.54
H (-7.4401, -1.3661, -3.9135)  0.13
H (-8.3011, -0.3459, -2.7114)  0.29
H (-8.0305, -2.0984, -2.3831)  0.29
C (-3.7789, -5.0973, -5.9670)  -0.74
N (-4.7850, -4.0423, -6.2648)  0.85
O (-4.4449, -3.1375, -7.0359)  -0.56
O (-5.8876, -4.1525, -5.7162)  -0.48
H (-2.8607, -4.8745, -6.5146)  0.31
H (-3.5983, -5.0858, -4.8902)  0.30
H (-4.1980, -6.0527, -6.2894)  0.29
C (2.1840, 5.5166, 3.5071)  -0.56
N (1.8473, 4.6853, 4.6942)  0.85
O (2.6809, 3.8448, 5.0515)  -0.51
O (0.7557, 4.9000, 5.2339)  -0.51
H (3.1679, 5.2213, 3.1365)  0.30
H (1.4171, 5.3370, 2.7508)  0.17
H (2.1897, 6.5607, 3.8269)  0.28
C (2.0994, -3.0960, 10.0371)  -0.69
N (3.5584, -3.1446, 9.7499)  0.83
O (4.2149, -2.1222, 9.9797)  -0.50
O (4.0035, -4.2077, 9.3019)  -0.49
H (1.8482, -2.1061, 10.4240)  0.31
H (1.5725, -3.2890, 9.1004)  0.27
H (1.8839, -3.8665, 10.7802)  0.28



[2]
Density functional theory data (ωB97M-V with the def2-TZVPD basis set) for 3 unconnected molecules or ions with the total composition C23H47BBrCl2F3NO12P2 at a distorted geometry.

Calculated values
* Kohn-Sham gap: 8.60 eV
* relative energy (zero: lowest compared OMol25 entry of this formula, charge and spin): 297.53 kJ/mol
* charge: +1
* strongest force on any atom: 7.5 eV/A
* LUMO energy: -2.5 eV

Last column: Mulliken charge in e.
Geometry (Å):
C (1.2348, -5.9191, 8.1371)  -1.38
C (0.3345, -5.1797, 7.1999)  1.05
Cl (-1.1536, -6.0260, 6.8444)  -0.16
C (0.5665, -3.9770, 6.6770)  -1.05
Cl (2.0601, -3.1908, 7.1374)  -0.20
C (-0.2815, -3.1790, 5.7197)  1.07
C (-0.7007, -3.9739, 4.4562)  -1.89
C (-1.2414, -2.9238, 3.4318)  0.38
B (-1.9038, -3.6168, 2.1628)  0.49
O (-1.3297, -3.4860, 0.9022)  -0.61
O (-3.0522, -4.3478, 2.3020)  -0.57
C (-2.2387, -1.9314, 4.0386)  -1.14
O (-1.7491, -0.6456, 3.9168)  -0.08
C (-2.7645, 0.3363, 3.6975)  -0.88
C (-2.1473, 1.6756, 3.3491)  0.67
C (-3.3067, 2.6613, 3.0751)  -1.88
C (-1.3017, 1.5939, 2.0705)  -1.48
C (0.1468, 1.0935, 2.2455)  2.22
C (0.9493, 1.5730, 0.9876)  -1.59
C (0.8409, 1.7055, 3.4702)  -1.80
N (-2.6246, -2.2300, 5.4617)  0.78
C (-3.6349, -3.3177, 5.5899)  -1.14
O (-4.6847, -2.8210, 6.3921)  -0.35
C (-5.9096, -3.3437, 6.0629)  0.88
F (-6.4289, -2.6957, 5.0063)  -0.24
F (-5.8603, -4.6520, 5.8102)  -0.23
F (-6.7179, -3.1308, 7.0997)  -0.24
C (-1.4360, -2.3786, 6.3798)  -0.80
Br (-1.9891, -2.9393, 8.1475)  0.06
H (2.2769, -5.6739, 7.9825)  0.44
H (0.9035, -5.7166, 9.1561)  0.29
H (1.1034, -6.9889, 7.9868)  0.39
H (0.3892, -2.4216, 5.3110)  0.54
H (0.1590, -4.4571, 4.0075)  0.56
H (-1.5250, -4.6510, 4.6478)  0.51
H (-0.3779, -2.3763, 3.0570)  -0.10
H (-1.8073, -2.7942, 0.4292)  0.31
H (-3.5129, -4.3374, 1.4546)  0.30
H (-3.1579, -1.9668, 3.4464)  0.90
H (-3.3764, 0.4776, 4.6014)  0.16
H (-3.4464, 0.0777, 2.8785)  0.31
H (-1.6143, 2.0803, 4.2087)  0.49
H (-2.8772, 3.6368, 2.8651)  0.47
H (-3.8246, 2.3219, 2.1776)  0.38
H (-3.9686, 2.7452, 3.9353)  0.44
H (-1.2578, 2.5706, 1.5922)  0.56
H (-1.8228, 0.9157, 1.3857)  0.25
H (0.2009, 0.0062, 2.2336)  -0.51
H (1.7704, 2.2128, 1.3103)  0.28
H (0.3508, 2.1814, 0.3138)  0.32
H (1.4145, 0.7477, 0.4538)  0.42
H (0.4949, 1.2115, 4.3811)  0.25
H (1.9194, 1.6610, 3.3716)  0.55
H (0.5241, 2.7473, 3.5520)  0.35
H (-3.1040, -1.3899, 5.8041)  0.67
H (-3.2133, -4.2571, 5.9332)  0.24
H (-4.0468, -3.5079, 4.5963)  0.88
H (-1.0763, -1.3677, 6.5338)  0.44
C (1.8617, 2.3312, -5.6705)  -0.66
O (1.7226, 1.8735, -4.3094)  -0.33
P (2.3620, 0.4378, -3.8231)  1.02
O (2.4035, 0.6260, -2.3469)  -0.52
O (3.7684, 0.6974, -4.5799)  -0.37
C (4.7618, 1.4817, -3.9253)  -0.65
O (2.5664, -1.1765, -4.0375)  -0.33
C (1.9168, -2.0529, -3.1149)  -0.62
H (0.9105, 2.7340, -6.0117)  0.27
H (2.6075, 3.1238, -5.6990)  0.25
H (2.1615, 1.5308, -6.3402)  0.34
H (4.3626, 2.0213, -3.0670)  0.30
H (5.1530, 2.2037, -4.6425)  0.25
H (5.5721, 0.8286, -3.6025)  0.25
H (0.8997, -1.7317, -2.8968)  0.29
H (2.4909, -2.0988, -2.1914)  0.25
H (1.8889, -3.0439, -3.5652)  0.27
C (3.9698, 6.6829, -9.5522)  -0.70
O (3.2227, 5.5362, -9.1122)  -0.30
P (2.0209, 4.8675, -10.0533)  1.11
O (2.0054, 3.5322, -9.3715)  -0.61
O (2.9499, 4.9227, -11.3816)  -0.37
C (3.9684, 3.9383, -11.5400)  -0.68
O (0.7149, 4.6848, -11.0538)  -0.32
C (-0.4414, 4.0328, -10.5256)  -0.60
H (4.0707, 7.3758, -8.7182)  0.26
H (4.9631, 6.3538, -9.8568)  0.24
H (3.4923, 7.1969, -10.3822)  0.34
H (4.1583, 3.3894, -10.6183)  0.31
H (4.8862, 4.4423, -11.8445)  0.26
H (3.6684, 3.2444, -12.3244)  0.26
H (-0.6685, 4.3640, -9.5141)  0.31
H (-0.2834, 2.9565, -10.5298)  0.25
H (-1.2808, 4.2729, -11.1764)  0.24



[3]
Density functional theory data (ωB97M-V with the def2-TZVPD basis set) for a molecular structure, C23H47BCl24F3NO4P at a distorted geometry.

Calculated values
* Kohn-Sham gap: 5.55 eV
* charge: -1
* strongest force on any atom: 3.5 eV/A
* LUMO energy: 1.3 eV

Last column: Mulliken charge in e.
Geometry (Å):
C (3.9668, 3.0663, 0.6637)  -1.59
C (3.3971, 2.1309, -0.4129)  0.71
C (2.4947, 2.7888, -1.4824)  1.74
C (3.1536, 4.0284, -2.1255)  -1.52
B (0.9857, 3.0981, -1.0182)  0.98
O (0.1576, 1.9893, -0.5176)  -0.51
C (-0.8083, 2.4006, 0.4155)  1.61
C (-2.1378, 2.5182, -0.3430)  -1.56
C (-2.6821, 1.2027, -0.8606)  -0.80
O (-3.4111, 0.4967, 0.1485)  -0.49
C (-0.7880, 1.4634, 1.6366)  -1.39
C (0.2609, 0.3437, 1.5866)  -0.32
C (-0.1346, -0.9176, 0.8710)  0.79
F (0.7368, -1.9101, 1.2752)  -0.29
F (-1.3480, -1.3773, 1.2333)  -0.26
F (-0.0384, -0.8976, -0.4489)  -0.11
C (-0.2973, 3.8821, 0.7554)  0.68
N (0.2258, 4.0875, 2.1124)  -0.87
P (-1.5001, 5.3220, 0.5894)  0.50
O (-0.8471, 6.6479, 0.7522)  -0.82
O (0.7479, 4.2379, -0.0968)  -0.70
H (4.0318, 4.1081, 0.3622)  0.35
H (3.4060, 3.0157, 1.5990)  0.20
H (4.9770, 2.7265, 0.9000)  0.49
H (2.8309, 1.3458, 0.0961)  -0.29
H (4.2261, 1.6287, -0.9256)  0.07
H (2.4069, 2.0485, -2.2876)  -1.46
H (3.2937, 3.8639, -3.1933)  0.31
H (4.1489, 4.2149, -1.7193)  0.45
H (2.5335, 4.9183, -2.0055)  0.00
H (0.4309, 3.4354, -2.1205)  -0.31
H (-1.9124, 3.1104, -1.2302)  0.42
H (-2.9308, 2.9740, 0.2598)  0.36
H (-3.3897, 1.4545, -1.6625)  0.58
H (-1.9082, 0.6015, -1.3437)  0.38
H (-3.8198, -0.2572, -0.2998)  0.04
H (-1.7590, 0.9893, 1.7893)  0.29
H (-0.5985, 2.0178, 2.5543)  0.64
H (1.2339, 0.6778, 1.2421)  -0.35
H (0.4021, 0.0124, 2.6205)  0.49
H (0.5050, 5.0572, 2.1984)  0.37
H (1.0341, 3.4872, 2.2221)  0.21
H (-2.1401, 5.2985, -0.6529)  0.17
H (-2.5223, 5.1622, 1.5402)  -0.20
C (-5.4112, 5.2538, 3.5375)  -0.27
Cl (-5.0831, 5.8458, 1.9067)  -0.11
Cl (-4.1186, 5.6763, 4.6659)  -0.15
H (-6.3356, 5.6970, 3.8873)  0.31
H (-5.4995, 4.1745, 3.5010)  0.24
C (2.6063, 0.2592, -4.5406)  0.12
Cl (2.0466, 1.9139, -4.6808)  -0.11
Cl (4.2671, 0.0482, -5.1349)  -0.20
H (2.5838, -0.0109, -3.4896)  -0.18
H (1.9561, -0.3928, -5.1117)  0.37
C (-2.9330, -3.1739, -1.0838)  1.51
Cl (-1.9813, -3.6859, -2.4802)  -0.20
Cl (-4.1839, -2.0020, -1.5328)  -0.21
H (-3.4157, -4.0428, -0.6571)  -0.44
H (-2.2737, -2.7102, -0.3617)  -0.63
C (5.8063, -2.0839, -2.0578)  -0.14
Cl (4.6116, -0.9090, -1.4998)  0.07
Cl (7.2061, -1.3131, -2.8098)  -0.15
H (6.1483, -2.6562, -1.2047)  -0.06
H (5.3383, -2.7366, -2.7854)  0.36
C (6.3610, -0.9381, 1.2014)  0.18
Cl (5.2028, 0.0932, 2.0412)  -0.14
Cl (7.7776, -0.0356, 0.6467)  -0.16
H (6.6907, -1.7153, 1.8812)  0.58
H (5.8677, -1.3710, 0.3381)  -0.53
C (-2.2605, -1.6659, 4.4977)  0.53
Cl (-1.8710, -0.5756, 5.8326)  -0.18
Cl (-3.9052, -2.3075, 4.6301)  -0.18
H (-2.1746, -1.1195, 3.5658)  -0.42
H (-1.5643, -2.4958, 4.5131)  0.23
C (-5.5280, -6.3803, 0.9361)  -0.22
Cl (-6.1059, -4.7097, 0.9419)  -0.12
Cl (-3.9332, -6.5067, 0.1865)  -0.17
H (-5.4611, -6.7303, 1.9589)  0.31
H (-6.2249, -6.9908, 0.3740)  0.19
C (-3.8934, -8.8690, -2.8803)  -0.01
Cl (-5.5635, -9.2080, -2.4009)  -0.16
Cl (-3.7442, -8.6355, -4.6238)  -0.16
H (-3.5691, -7.9655, -2.3785)  0.05
H (-3.2746, -9.7084, -2.5879)  0.28
C (0.3755, 7.2651, -2.9297)  -0.42
Cl (-0.1814, 6.6383, -4.5153)  -0.22
Cl (-0.3886, 6.4992, -1.5368)  0.05
H (1.4459, 7.1036, -2.8671)  0.22
H (0.1501, 8.3245, -2.8966)  0.36
C (-9.4239, -3.4952, -0.3025)  0.13
Cl (-9.7614, -1.8137, -0.7244)  -0.16
Cl (-10.1467, -4.6210, -1.4606)  -0.17
H (-8.3519, -3.6451, -0.2985)  -0.08
H (-9.8351, -3.6966, 0.6792)  0.27
C (2.5536, -3.3637, 3.0081)  -0.07
Cl (3.7637, -3.4662, 1.7274)  -0.09
Cl (2.9337, -4.4367, 4.3672)  -0.20
H (2.5201, -2.3436, 3.3685)  0.18
H (1.5936, -3.6485, 2.5982)  0.17
C (8.4329, -4.7321, 0.1626)  -0.38
Cl (8.0231, -3.1054, 0.7196)  -0.07
Cl (8.3264, -4.8851, -1.5969)  -0.15
H (9.4499, -4.9501, 0.4647)  0.32
H (7.7454, -5.4373, 0.6138)  0.27